Entry 1:
Here is one molecule with the formula C11H22O2 from OMol25. Energies are from wB97M-V/def2-TZVPD.

```
35
Properties=species:S:1:pos:R:3:mulliken_charge:R:1
C 4.227 -1.895 1.041 -1.155
C 4.413 -1.311 -0.354 -0.469
C 3.703 0.030 -0.546 -0.661
C 2.181 -0.073 -0.468 -0.305
C 1.511 1.257 -0.807 -0.896
C -0.016 1.200 -0.747 -0.552
C -0.552 1.042 0.675 -0.556
C -2.066 1.238 0.773 -0.843
C -2.861 0.110 0.121 -0.285
C -4.362 0.297 0.323 -0.699
C -5.163 -0.841 -0.250 0.519
O -4.729 -1.785 -0.852 -0.557
O -6.475 -0.687 -0.007 -0.440
H 4.825 -2.796 1.157 0.362
H 3.187 -2.156 1.221 0.304
H 4.538 -1.178 1.798 0.289
H 4.044 -2.023 -1.097 0.301
H 5.480 -1.168 -0.536 0.330
H 4.056 0.733 0.212 0.300
H 3.980 0.434 -1.523 0.355
H 1.890 -0.378 0.536 0.217
H 1.835 -0.838 -1.167 0.274
H 1.869 2.027 -0.120 0.370
H 1.811 1.554 -1.816 0.357
H -0.366 0.375 -1.369 0.259
H -0.415 2.127 -1.167 0.339
H -0.298 0.054 1.061 0.199
H -0.066 1.784 1.314 0.349
H -2.336 2.189 0.309 0.357
H -2.342 1.296 1.829 0.379
H -2.652 0.067 -0.948 0.279
H -2.563 -0.848 0.552 0.301
H -4.707 1.219 -0.152 0.312
H -4.606 0.373 1.385 0.326
H -6.976 -1.429 -0.381 0.340
```

As for the LUMO energy: 0.801 eV. The value obtained for the max |F| is 0.012 Eh/bohr. The value obtained for the HOMO-LUMO gap is 11.296 eV.

Entry 2:
Here is C28H24KN2O8PS3 as an isolated structure from OMol25. Energies are from wB97M-V/def2-TZVPD.

```
67
Properties=species:S:1:pos:R:3:mulliken_charge:R:1
K -0.382 0.746 1.903 1.451
O 0.140 -1.697 3.024 -0.678
S -0.796 -2.350 2.113 1.306
O -1.800 -3.154 2.784 -0.791
O -1.335 -1.436 1.109 -0.617
C 0.175 -3.529 1.138 -0.131
C -0.109 -4.875 1.334 -0.479
C 0.547 -5.857 0.609 -0.552
C 1.497 -5.488 -0.331 -0.762
C 1.780 -4.144 -0.528 -0.325
C 1.133 -3.140 0.198 -0.014
P 1.588 -1.362 -0.048 0.547
C 3.332 -1.468 -0.596 0.338
C 3.740 -1.688 -1.911 -0.096
C 5.087 -1.707 -2.239 -0.746
C 6.045 -1.497 -1.255 -0.399
C 5.650 -1.255 0.052 -0.566
C 4.301 -1.232 0.376 -0.724
C 0.721 -0.938 -1.591 0.582
C -0.398 -1.628 -2.053 -0.395
C -1.099 -1.167 -3.162 -0.594
C -0.691 -0.017 -3.820 -0.607
C 0.420 0.681 -3.359 -0.620
C 1.117 0.234 -2.249 -0.269
H -0.864 -5.131 2.064 0.511
H 0.313 -6.901 0.779 0.352
H 2.018 -6.239 -0.913 0.400
H 2.529 -3.865 -1.257 0.361
H 2.994 -1.822 -2.686 0.450
H 5.390 -1.867 -3.267 0.377
H 7.097 -1.488 -1.515 0.355
H 6.390 -1.043 0.813 0.362
H 3.986 -0.988 1.383 0.338
H -0.735 -2.514 -1.530 0.330
H -1.977 -1.703 -3.502 0.365
H -1.253 0.356 -4.668 0.308
H 0.726 1.597 -3.849 0.442
H 1.951 0.808 -1.860 0.302
O -1.867 5.077 2.512 -0.773
C -1.494 4.047 1.934 0.076
O -0.931 3.032 2.412 -0.695
C -1.782 3.998 0.415 0.204
C -1.838 2.820 -0.322 0.557
C -2.154 2.842 -1.673 -1.033
C -2.389 4.059 -2.293 0.159
C -2.326 5.255 -1.585 -0.568
C -2.034 5.205 -0.238 -0.378
N -2.710 4.089 -3.707 0.994
O -2.932 5.171 -4.232 -0.661
O -2.753 3.034 -4.320 -0.623
H -1.669 1.837 0.096 0.077
H -2.204 1.926 -2.243 0.543
H -2.509 6.189 -2.094 0.455
H -2.002 6.104 0.362 0.452
C -4.898 0.974 4.532 -1.057
S -3.402 1.584 3.690 0.611
C -2.343 0.327 4.432 -0.809
O -3.583 1.204 2.276 -0.578
H -5.024 -0.087 4.316 0.298
H -5.733 1.542 4.126 0.338
H -4.818 1.152 5.605 0.372
H -2.480 0.361 5.514 0.485
H -1.288 0.491 4.235 0.152
H -2.650 -0.642 4.033 0.214
S 4.845 3.015 -0.078 -0.558
C 3.385 2.327 0.283 0.245
N 2.354 1.835 0.521 -0.610
```

As for the LUMO energy: 3.877 eV. The charge is -2. The value obtained for the max |F| is 0.020 Eh/bohr. The value obtained for the HOMO-LUMO gap is 6.197 eV.

Entry 3:
Here is C41H50N7OTa as an isolated structure from OMol25. Energies are from wB97M-V/def2-TZVPD.

```
100
Properties=species:S:1:pos:R:3:mulliken_charge:R:1
Ta 0.401 0.207 -0.161 -0.102
C -1.872 2.166 -5.739 -1.119
C -2.767 1.540 -4.663 -1.332
C -2.143 1.623 -3.310 1.003
C -2.254 2.722 -2.420 1.163
C -3.086 3.932 -2.637 -1.283
C -4.499 3.732 -2.056 -1.044
C -1.494 2.407 -1.281 -0.295
N -0.871 1.139 -1.434 -0.064
C -1.329 0.686 -2.684 -0.164
C -1.005 -0.599 -3.213 -0.177
C -0.395 -1.610 -2.553 -0.158
C -0.202 -2.968 -3.002 0.570
C -0.489 -3.460 -4.374 -1.167
C -1.813 -4.238 -4.446 -1.049
C 0.241 -3.706 -1.917 0.665
C 0.369 -2.799 -0.841 0.480
C 0.627 -3.141 0.531 -0.858
C 1.281 -2.265 1.465 0.075
N 1.102 -0.899 1.409 -0.324
C 1.613 -0.419 2.650 -0.197
C 1.431 0.844 3.096 -0.297
C 0.672 1.871 2.457 -0.103
N 0.135 1.736 1.162 -0.502
C -0.631 2.922 0.984 -0.391
C -1.359 3.197 -0.159 -0.065
C -0.521 3.752 2.113 1.194
C 0.329 3.086 3.036 0.958
C 0.727 3.585 4.387 -1.322
C -0.284 3.205 5.473 -0.962
C -1.206 5.056 2.316 -1.234
C -2.683 4.868 2.704 -0.910
C 2.190 -1.525 3.376 0.791
C 1.947 -2.674 2.644 0.757
C 2.297 -4.088 2.997 -1.297
C 1.137 -4.860 3.629 -0.872
C 2.845 -1.408 4.703 -1.350
C 1.824 -1.504 5.853 -0.859
N 0.027 -1.514 -1.195 -0.310
C 0.519 -5.177 -1.855 -1.248
C -0.589 -5.971 -1.157 -0.963
H -2.348 2.091 -6.714 0.422
H -0.906 1.661 -5.794 0.317
H -1.686 3.222 -5.540 0.357
H -2.999 0.503 -4.910 0.560
H -3.731 2.052 -4.628 0.367
H -3.153 4.128 -3.708 0.341
H -2.611 4.809 -2.194 0.539
H -4.990 2.863 -2.493 0.362
H -5.109 4.606 -2.273 0.430
H -4.466 3.595 -0.975 0.271
H -1.348 -0.792 -4.222 0.476
H 0.334 -4.109 -4.684 0.452
H -0.502 -2.627 -5.078 0.520
H -1.781 -5.136 -3.832 0.247
H -1.993 -4.544 -5.474 0.432
H -2.655 -3.627 -4.122 0.347
H 0.833 -4.194 0.697 1.020
H 1.820 1.089 4.077 0.526
H -1.892 4.141 -0.170 0.652
H 0.834 4.670 4.337 0.438
H 1.720 3.208 4.640 0.493
H -1.259 3.655 5.292 0.256
H 0.067 3.557 6.441 0.411
H -0.421 2.124 5.534 0.280
H -1.130 5.660 1.409 0.489
H -0.688 5.612 3.097 0.317
H -3.240 4.345 1.925 0.216
H -3.146 5.841 2.856 0.431
H -2.784 4.299 3.626 0.262
H 3.147 -4.071 3.680 0.376
H 2.656 -4.602 2.102 0.463
H 0.817 -4.410 4.568 0.233
H 1.436 -5.885 3.838 0.440
H 0.266 -4.907 2.970 0.166
H 3.389 -0.463 4.763 0.499
H 3.587 -2.201 4.805 0.438
H 1.061 -0.728 5.780 0.232
H 2.343 -1.383 6.801 0.399
H 1.327 -2.472 5.861 0.247
H 1.477 -5.343 -1.354 0.509
H 0.653 -5.544 -2.873 0.373
H -0.708 -5.680 -0.110 0.130
H -0.353 -7.033 -1.167 0.471
H -1.553 -5.839 -1.648 0.301
O -1.666 -3.786 1.562 -0.121
N -1.176 -2.861 1.178 0.354
N 1.878 2.933 -1.263 -0.111
C 2.593 1.832 -1.570 0.999
C 3.682 1.909 -2.458 -1.082
C 4.424 0.798 -2.733 -0.377
C 4.100 -0.428 -2.110 -1.039
C 3.027 -0.478 -1.292 -0.180
N 2.207 0.625 -1.035 0.087
H 2.214 3.803 -1.654 0.331
H 1.502 3.023 -0.329 0.103
H 3.941 2.872 -2.877 0.424
H 5.277 0.866 -3.397 0.500
H 4.699 -1.314 -2.266 0.523
H 2.760 -1.391 -0.780 0.443
```

As for the LUMO energy: -13.329 eV. The charge is +4. The value obtained for the max |F| is 0.020 Eh/bohr. The value obtained for the HOMO-LUMO gap is 5.319 eV.

Entry 4:
Here is C28H32N7S4Si2Sm as an isolated structure from OMol25. Energies are from wB97M-V/def2-TZVPD.

```
74
Properties=species:S:1:pos:R:3:mulliken_charge:R:1
Sm 0.543 0.702 -0.093 0.128
C 4.915 4.855 -0.576 -0.700
S 5.381 3.129 -0.250 -0.144
C 3.833 2.251 -0.246 0.478
S 2.357 3.038 -0.568 -0.429
N 4.071 1.010 0.050 -1.678
N 3.071 0.118 -0.016 1.444
C 3.306 -1.050 0.526 -1.239
C 2.331 -2.081 0.423 1.575
C 2.557 -3.356 0.982 -1.178
C 1.615 -4.342 0.827 -0.321
C 0.470 -4.065 0.076 -1.063
C 0.308 -2.788 -0.431 -0.435
N 1.182 -1.805 -0.256 0.770
H 5.250 5.474 0.252 0.267
H 3.829 4.867 -0.666 0.283
H 5.385 5.177 -1.500 0.247
H 4.224 -1.236 1.084 0.147
H 3.465 -3.528 1.543 0.440
H 1.755 -5.322 1.267 0.390
H -0.283 -4.819 -0.084 0.436
H -0.576 -2.532 -0.999 0.626
S -0.926 2.323 1.857 -0.216
C -0.616 1.557 3.378 -0.180
C -1.613 1.561 4.350 -0.620
C -1.421 1.021 5.620 0.423
C -2.485 0.943 6.524 0.029
N -3.370 0.858 7.258 -0.644
C -0.144 0.529 5.979 0.584
C 0.853 0.509 5.009 -1.246
C 0.630 0.945 3.708 0.896
S 1.886 0.692 2.555 -0.297
C 0.146 0.084 7.273 -0.014
N 0.441 -0.272 8.329 -0.657
H -2.576 1.988 4.110 0.462
H 1.829 0.117 5.256 0.454
C -3.335 -2.688 0.218 -1.390
Si -2.583 -1.012 0.826 0.167
C -3.969 -0.129 1.836 -1.115
C -1.253 -1.489 2.120 -0.362
N -1.776 -0.170 -0.417 0.568
C -2.342 0.184 -1.610 0.124
C -3.713 0.073 -1.868 -0.455
C -4.268 0.358 -3.100 -0.896
C -3.454 0.799 -4.130 -0.886
C -2.101 0.960 -3.896 -0.404
C -1.496 0.651 -2.675 0.312
N -0.137 0.729 -2.487 0.346
Si 0.956 0.599 -3.788 0.032
C 1.284 2.175 -4.860 -1.221
C 0.530 -0.793 -5.056 -1.230
C 2.671 0.132 -3.093 -0.602
H -4.277 -2.928 0.704 0.411
H -2.652 -3.512 0.405 0.298
H -3.515 -2.650 -0.852 0.425
H -4.257 -0.703 2.714 0.377
H -4.867 0.053 1.252 0.392
H -3.610 0.836 2.182 0.091
H -0.905 -2.511 2.007 0.307
H -1.630 -1.382 3.133 0.486
H -0.378 -0.836 2.021 -0.485
H -4.348 -0.266 -1.065 0.185
H -5.333 0.238 -3.258 0.360
H -3.861 1.000 -5.116 0.339
H -1.468 1.333 -4.687 0.287
H 0.445 2.419 -5.505 0.352
H 2.157 2.044 -5.493 0.358
H 1.467 3.034 -4.221 0.268
H -0.529 -0.789 -5.289 0.423
H 0.775 -1.770 -4.648 0.295
H 1.074 -0.678 -5.990 0.337
H 3.054 0.934 -2.469 -0.077
H 3.384 -0.017 -3.900 0.488
H 2.635 -0.778 -2.498 0.076
```

As for the LUMO energy (alpha / beta): 3.466 / 3.472 eV. The expectation value of S² is 8.762. The charge is -2. The value obtained for the max |F| is 0.044 Eh/bohr. The value obtained for the HOMO-LUMO gap (alpha / beta) is 4.893 / 4.913 eV. As for the spin multiplicity: 6.

Entry 5:
Here is one molecule with the formula C4H6O2 from OMol25. Energies are from wB97M-V/def2-TZVPD.

```
12
Properties=species:S:1:pos:R:3:mulliken_charge:R:1
O -0.426 -2.064 -0.141 -0.467
C -0.602 -1.245 -1.010 0.047
C -0.523 0.254 -0.822 -0.787
C -0.181 0.699 0.581 0.223
C 1.057 0.264 1.218 -0.390
O 0.929 1.580 0.700 -0.452
H -0.829 -1.565 -2.049 0.351
H -1.476 0.683 -1.159 0.343
H 0.238 0.638 -1.514 0.302
H -1.021 0.960 1.223 0.363
H 1.106 0.191 2.303 0.263
H 1.728 -0.396 0.671 0.203
```

As for the LUMO energy: 0.970 eV. The value obtained for the max |F| is 0.011 Eh/bohr. The value obtained for the HOMO-LUMO gap is 11.048 eV.

Entry 6:
Here is a 2-piece molecular cluster, C5H16NSi overall from OMol25. Energies are from wB97M-V/def2-TZVPD.

```
23
Properties=species:S:1:pos:R:3:mulliken_charge:R:1
C 2.447 -2.465 -0.495 -0.941
C -2.285 1.289 -1.041 -1.052
C 0.336 2.406 0.096 -0.987
C -1.752 0.256 1.981 -1.169
C 0.348 -1.162 -0.544 -1.040
N 1.809 -1.206 -0.157 -0.181
Si -0.934 1.015 0.222 0.269
H 1.770 -3.259 -0.195 0.368
H 2.467 -2.445 -1.615 0.365
H 3.398 -2.426 -0.109 0.421
H -3.041 0.538 -0.897 0.301
H -2.857 2.209 -0.932 0.364
H -1.897 1.439 -2.030 0.355
H 1.204 2.202 0.782 0.298
H 0.597 2.897 -0.957 0.305
H -0.247 3.210 0.421 0.368
H -2.594 -0.356 1.657 0.332
H -1.146 -0.430 2.468 0.386
H -1.968 1.109 2.549 0.379
H 0.244 -1.418 -1.567 0.470
H -0.129 -1.778 0.069 0.595
H 2.323 -0.416 -0.577 0.390
H 1.907 -1.209 0.870 0.403
```

As for the LUMO energy (alpha / beta): -3.484 / -6.382 eV. The expectation value of S² is 2.004. The charge is +1. The value obtained for the max |F| is 0.106 Eh/bohr. The value obtained for the HOMO-LUMO gap (alpha / beta) is 4.874 / 7.105 eV. As for the spin multiplicity: 3.